{"formula": "C11H13N2O", "method": "ωB97M-V with the def2-TZVPD basis set", "spin_multiplicity": 3, "lumo_ev": [-3.642, -7.146], "total_charge": 1, "fmax_ev_per_a": 6.43, "e_homo_ev": [-11.06, -13.10], "e_above_lowest_kcal_mol": 6.9, "species": ["C", "C", "C", "C", "C", "C", "C", "C", "C", "C", "C", "N", "N", "O", "H", "H", "H", "H", "H", "H", "H", "H", "H", "H", "H", "H", "H"], "positions_angstrom": [[-0.417, 2.536, 0.813], [-0.094, 1.646, -0.191], [-0.750, 2.191, 2.073], [-0.120, 0.341, 0.144], [-0.852, 0.810, 2.402], [-0.554, -0.091, 1.379], [0.178, -0.787, -0.889], [0.896, -0.806, -2.056], [-1.286, 0.200, 3.684], [1.060, -2.017, -2.878], [1.540, 0.463, -2.425], [-1.035, -2.287, 0.660], [-0.499, -1.954, -0.473], [-1.010, -1.432, 1.629], [-0.343, 3.622, 0.491], [0.072, 1.949, -1.243], [-0.679, 2.926, 2.878], [-1.227, 0.896, 4.544], [-2.283, -0.050, 3.518], [-0.601, -0.628, 3.862], [0.069, -2.405, -3.233], [1.589, -2.736, -2.178], [1.689, -1.844, -3.737], [2.261, 0.119, -3.226], [2.111, 0.986, -1.628], [0.854, 1.123, -2.816], [-0.571, -2.772, -1.105]], "forces_ev_per_a": [[0.7, 3.3, -2.9], [-0.1, 1.5, -0.7], [0.8, -2.0, 2.4], [1.1, -4.2, -3.3], [0.5, 0.9, -0.6], [-1.8, -0.8, 1.2], [-3.9, -1.3, 5.0], [0.5, 1.2, -0.5], [1.9, 1.5, 0.8], [-0.3, -0.8, 0.9], [3.6, -2.0, -0.6], [-2.0, -3.2, 1.4], [2.8, 1.8, -4.5], [1.7, 3.8, 0.8], [-0.2, -1.3, 0.8], [0.0, 0.0, 1.3], [-0.8, -0.1, -0.2], [0.0, -0.3, -0.6], [-1.7, -1.1, 0.3], [-0.6, -0.3, 0.3], [0.8, 0.0, 0.4], [-0.7, 0.2, -1.0], [0.1, 0.1, -0.2], [-0.6, 1.2, 0.7], [-0.4, -0.5, -0.3], [-1.5, 1.6, -1.2], [0.4, 0.9, 0.5]], "lowdin_charge": [-0.06, -0.03, 0.02, -0.07, -0.16, -0.09, -0.01, -0.22, 0.00, -0.01, -0.02, 0.02, 0.07, 0.04, 0.15, 0.12, 0.14, 0.11, 0.08, 0.10, 0.12, 0.14, 0.09, 0.12, 0.13, 0.07, 0.17]}